[1]
8
Properties=species:S:1:pos:R:3 method="wB97M-V/def2-TZVPD" charge=+2 e_homo_ev="-20.950 / -20.951" lumo_energy_ev="-11.3453 / -12.5242" spin_multiplicity=3 energy_ev=-39792.0885 max_force_ha_per_bohr=0.080
Tm 0.54 0.46 1.11
O 0.60 -1.79 0.75
O -3.28 2.34 -0.77
O 2.24 -0.56 0.04
O -1.28 1.63 0.12
C -2.24 1.99 -0.45
C 1.60 -1.65 0.00
H 1.82 -2.42 -0.79


[2]
9
Properties=species:S:1:pos:R:3 method="wB97M-V/def2-TZVPD" e_homo_ev="-8.556 / -10.317" lumo_energy_ev="-0.3580 / -4.4260" spin_multiplicity=3 energy_ev=-20775.5868 max_force_ha_per_bohr=0.112
I -3.13 0.13 -0.54
O 0.35 -2.04 0.28
O 2.24 1.44 0.09
O 0.20 2.31 0.03
N 1.09 -0.94 0.10
N -0.99 -1.79 0.21
N 1.00 1.39 0.01
C 0.53 0.13 -0.07
C -1.31 -0.63 -0.11


[3]
13
Properties=species:S:1:pos:R:3 method="wB97M-V/def2-TZVPD" charge=-2 e_above_lowest_ev=3.8109 e_homo_ev=-0.746 lumo_energy_ev=1.3103 spin_multiplicity=1 energy_ev=-27155.6627 max_force_ha_per_bohr=0.134
In -0.46 -0.31 -1.27
O -0.69 0.54 3.55
O -1.15 -5.73 -4.52
O 3.13 4.56 0.09
O -1.59 0.25 5.57
O -1.25 -3.61 -4.36
O -1.33 -4.67 -2.72
O 2.84 2.72 -0.97
O 1.22 4.05 -0.61
O -0.90 2.15 5.02
N -1.31 -4.72 -3.91
C -0.97 0.95 4.68
C 2.44 3.82 -0.55


[4]
5
Properties=species:S:1:pos:R:3 method="wB97M-V/def2-TZVPD" e_above_lowest_ev=6.7202 e_homo_ev="-9.611 / -9.584" lumo_energy_ev="-3.3631 / -3.3628" spin_multiplicity=1 energy_ev=-15881.1758 max_force_ha_per_bohr=0.087
S 2.43 0.40 0.00
N 1.31 -0.63 -0.01
N 0.15 -0.86 0.01
C -0.86 0.00 0.00
C -1.30 1.13 0.00


[5]
5
Properties=species:S:1:pos:R:3 method="wB97M-V/def2-TZVPD" e_above_lowest_ev=5.4846 e_homo_ev="-10.739 / -10.729" lumo_energy_ev="-5.8878 / -5.8913" spin_multiplicity=1 energy_ev=-15882.4114 max_force_ha_per_bohr=0.087
S -1.15 -1.37 0.27
N 1.59 -1.73 0.62
N -0.57 2.80 -0.96
C 0.46 -1.56 0.45
C -0.33 1.86 -0.37


[6]
6
Properties=species:S:1:pos:R:3 method="wB97M-V/def2-TZVPD" e_above_lowest_ev=3.0275 e_homo_ev=-9.619 lumo_energy_ev=-0.9838 spin_multiplicity=1 energy_ev=-26720.0993 max_force_ha_per_bohr=0.102
S -1.26 -0.61 -1.36
S -0.05 1.71 -0.83
N 1.63 -1.12 1.67
N -1.24 0.62 -0.14
C 0.94 -0.62 0.91
C -0.01 0.03 -0.26


[7]
8
Properties=species:S:1:pos:R:3 method="wB97M-V/def2-TZVPD" charge=-1 e_above_lowest_ev=1.6315 e_homo_ev=-5.425 lumo_energy_ev=4.1517 spin_multiplicity=1 energy_ev=-12684.9940 smiles="N#C/C([O-])=N/[N+](=O)[O-]" max_force_ha_per_bohr=0.061
O -2.42 0.94 0.47
O 0.64 -1.57 0.52
O -1.92 -0.76 -0.79
N 2.98 0.81 -0.27
N -1.61 0.18 -0.06
N -0.31 0.52 0.08
C 1.96 0.29 -0.13
C 0.69 -0.41 0.19


[8]
8
Properties=species:S:1:pos:R:3 method="wB97M-V/def2-TZVPD" charge=-1 e_above_lowest_ev=0.7989 e_homo_ev=-5.134 lumo_energy_ev=3.9760 spin_multiplicity=1 energy_ev=-12685.8267 max_force_ha_per_bohr=0.071
O 2.08 0.30 0.25
O 0.40 1.06 -1.17
O -2.41 1.03 0.92
N -1.33 0.64 1.04
N -0.02 -2.20 -0.94
N -0.32 0.18 1.19
C 0.55 -1.19 -0.76
C 1.06 0.19 -0.52


[9]
8
Properties=species:S:1:pos:R:3 method="wB97M-V/def2-TZVPD" charge=-1 e_above_lowest_ev=0.4705 e_homo_ev=-5.579 lumo_energy_ev=3.9983 spin_multiplicity=1 energy_ev=-12686.1550 smiles="N#CN(N=O)C(=O)[O-]" max_force_ha_per_bohr=0.068
O -1.68 1.39 -0.29
O 2.33 -0.30 -0.81
O -0.72 1.18 1.74
N 1.48 0.47 -0.39
N 0.20 -0.09 -0.07
N -0.49 -2.40 -0.48
C -0.14 -1.31 -0.29
C -0.96 1.05 0.59


[10]
10
Properties=species:S:1:pos:R:3 method="wB97M-V/def2-TZVPD" e_above_lowest_ev=0.0000 e_homo_ev=-10.377 lumo_energy_ev=-0.6447 spin_multiplicity=1 energy_ev=-33793.5025 smiles="N#CSN(SC#N)[N+](=O)[O-]" max_force_ha_per_bohr=0.047
S 1.62 1.14 0.42
S 0.40 -0.28 -1.86
O 0.70 -1.22 1.82
O -0.10 -2.15 0.03
N -0.71 2.37 1.36
N 0.95 -0.14 -0.31
N -2.32 -0.15 -1.35
N 0.46 -1.35 0.68
C -1.24 -0.15 -1.69
C 0.24 1.93 0.91


[11]
7
Properties=species:S:1:pos:R:3 method="wB97M-V/def2-TZVPD" charge=-1 e_above_lowest_ev=1.1906 e_homo_ev=-4.841 lumo_energy_ev=4.1774 spin_multiplicity=1 energy_ev=-11753.2759 smiles="O=c1nc([O-])oo1" max_force_ha_per_bohr=0.115
O 0.74 -1.12 -0.24
O 1.30 0.30 -1.95
O -0.10 -1.09 0.87
O -1.49 0.41 1.81
N -0.25 0.98 -0.40
C 0.60 0.21 -0.97
C -0.73 0.07 0.95


[12]
7
Properties=species:S:1:pos:R:3 method="wB97M-V/def2-TZVPD" e_above_lowest_ev=0.0000 e_homo_ev="-8.925 / -10.748" lumo_energy_ev="-0.9560 / -3.7985" spin_multiplicity=3 energy_ev=-13738.8770 max_force_ha_per_bohr=0.209
Pd -0.77 -0.56 1.43
O 0.59 0.48 1.34
O 1.82 1.35 -0.31
O -1.77 -1.05 -1.29
O 0.13 -0.01 -0.85
C -0.93 -0.85 -0.44
C 0.93 0.64 0.12